(one)
Entry from the Open Molecules 2025 dataset: the ion C6H15N2 with charge +1 (ωB97M-V with the def2-TZVPD basis set).

Structure (XYZ):
```
23
Properties=species:S:1:pos:R:3
N 1.31604 0.49475 0.45791
N 2.31081 -1.59932 1.11910
C -1.70959 0.19750 0.57569
C -2.60794 -0.78680 -0.21500
C -1.14781 1.38550 -0.24374
C -0.22009 0.97105 -1.36911
C 0.90474 0.06235 -0.84346
C 2.53836 -0.11956 0.84552
H -2.29082 0.56733 1.48394
H 2.86369 0.33674 1.76592
H 0.51341 -0.99293 -0.82201
H 3.27295 -0.01194 0.08299
H -1.97025 2.08728 -0.62094
H -2.07237 -1.27150 -1.03665
H 0.23737 1.89398 -1.79305
H -2.97077 -1.54968 0.44892
H -3.41948 -0.23164 -0.70634
H -0.76970 0.50311 -2.21162
H -0.45543 1.98149 0.48983
H 1.71470 0.09989 -1.61199
H 1.55917 -1.66142 1.85278
H 3.17727 -2.01849 1.39160
H -0.77427 -0.33770 0.95969
```

Its LUMO energy is -0.3206 Ha. The total charge is +1. The HOMO-LUMO gap is 6.101 eV.

Mulliken atomic charge list, values in e, 8 entries: 0.00 -0.49 -0.08 -1.18 -0.49 -0.77 -0.44 -0.44

(two)
Entry from the Open Molecules 2025 dataset: the ion C6H15N2 with charge +1 (ωB97M-V with the def2-TZVPD basis set).

Structure (XYZ):
```
23
Properties=species:S:1:pos:R:3
N 0.45011 0.53086 -0.53852
N 3.09624 0.14648 -0.39709
C 2.64406 -0.91203 0.45159
C -0.37283 -0.26953 1.58397
C -0.77519 0.10340 0.12617
C 1.87995 -0.46517 -0.69462
C -1.37389 -1.08262 -0.65292
C -1.86289 1.29602 0.09441
H 3.87580 0.04438 -1.01408
H 0.48495 0.35177 1.82635
H 3.13475 -1.88953 0.57232
H -1.16406 -0.14296 2.43414
H -1.29773 -2.00316 -0.12901
H -1.97079 1.57154 1.10572
H 2.29934 -0.69119 1.48336
H -2.82383 1.06721 -0.31575
H -1.54971 2.08380 -0.62063
H -0.08372 -1.33352 1.55620
H -2.40052 -0.92511 -0.78664
H -0.79261 -1.14975 -1.55737
H 1.70792 -1.19367 -1.49970
H 0.80424 1.39030 -0.15034
H 0.27234 0.65742 -1.53237
```

As for the SMILES: CC(C)(C)[NH2+][C@@H]1CN1. Its LUMO energy is -0.1026 Ha. The total charge is +1. The HOMO-LUMO gap is 11.825 eV.

Mulliken atomic charge list, values in e, 8 entries: -0.55 -0.46 -0.35 -1.61 1.57 -0.02 -1.45 -1.36

The structure with the least stability is (one).

(one)
Entry from the Open Molecules 2025 dataset: the ion C6H15N2 with charge +1 (ωB97M-V with the def2-TZVPD basis set).

Structure (XYZ):
```
23
Properties=species:S:1:pos:R:3
N -2.29792 -3.35599 0.46259
N -0.37030 -2.23562 -0.23345
C 0.15749 -0.85906 -0.76491
C -1.64438 -2.26615 -0.07005
C -0.34696 0.45368 -0.32688
C 1.29338 2.94724 -0.24953
C 0.32134 1.01473 0.95213
C 1.63833 1.64618 0.48764
H 2.11444 3.42228 -0.77268
H 0.48137 2.74932 -1.04174
H -1.62212 -4.06375 0.78538
H -3.16559 -3.78280 0.35654
H -0.30029 1.88087 1.34225
H 0.51273 -2.79852 -0.05329
H 0.10147 -0.97533 -1.91830
H -1.41648 0.47420 -0.29449
H -2.34418 -1.51825 -0.56315
H 1.23216 -0.87753 -0.47216
H 2.25604 0.92430 0.06382
H -0.26671 1.18617 -1.20921
H 0.55728 0.30673 1.73868
H 2.19746 2.06165 1.33571
H 0.91143 3.66566 0.44509
```

As for the SMILES: CCCCCNC=[NH2+]. Its LUMO energy is -0.1392 Ha. The total charge is +1. The HOMO-LUMO gap is 10.378 eV.

Mulliken atomic charge list, values in e, 8 entries: -0.34 -0.14 -0.71 0.21 -0.35 -1.06 -0.63 -0.53

(two)
Entry from the Open Molecules 2025 dataset: the ion C6H15N2 with charge +1 (ωB97M-V with the def2-TZVPD basis set).

Structure (XYZ):
```
23
Properties=species:S:1:pos:R:3
N 0.25556 -1.71507 -0.20720
N -2.71400 0.72358 1.44327
C 0.48352 -0.67504 -1.23330
C 0.23235 1.39466 1.77950
C -0.45895 0.90244 0.55463
C -1.79977 0.80645 0.44151
C 0.45723 0.78280 -0.67426
C 1.89987 -1.05362 -1.82325
H -2.47553 0.42643 2.37108
H -0.25469 -0.72668 -2.06277
H 1.49481 0.94879 -0.40137
H 2.69715 -1.33935 -1.10704
H 1.18458 0.87800 1.97525
H 0.88924 -1.60300 0.59164
H 0.33618 -2.69993 -0.50262
H -0.71643 -1.61698 0.17271
H 2.25347 -0.28060 -2.53792
H 0.51598 2.45455 1.87941
H -3.69928 0.77332 1.26936
H -2.16247 0.87840 -0.60405
H 1.89699 -1.93244 -2.46987
H -0.39947 1.30011 2.66042
H 0.08366 1.37318 -1.51514
```

As for the SMILES: C/C(=C\N)C[C@@H](C)[NH3+]. Its LUMO energy is -0.1218 Ha. The total charge is +1. The HOMO-LUMO gap is 8.114 eV.

Mulliken atomic charge list, values in e, 8 entries: -0.26 -0.45 0.23 -1.36 0.22 0.05 -1.02 -1.51

The structure with the least stability is (one).

(one)
Entry from the Open Molecules 2025 dataset: a cluster of 2 separate species, C4H10NO3 in total (ωB97M-V with the def2-TZVPD basis set).

Structure (XYZ):
```
18
Properties=species:S:1:pos:R:3
O -2.51089 -0.15552 0.44246
O -2.09672 -2.14149 -0.60040
O -0.40480 0.25013 -3.21928
N -0.40840 -0.60216 -0.42935
C 0.21264 -0.20431 1.99442
C 1.48975 0.86665 0.01461
C 0.15486 0.33526 0.54079
C -1.84194 -1.00723 -0.16544
H 1.36478 1.82094 -0.49940
H -0.28403 0.49733 2.66229
H -0.58326 1.12935 0.58662
H -0.23290 1.16911 -2.96114
H -0.26193 -1.18293 2.07744
H 0.14911 -1.45809 -0.42622
H 1.89821 0.18398 -0.73401
H 2.26105 1.03377 0.77156
H -0.15115 -0.17346 -2.36379
H 1.24562 -0.36131 2.30882
```

Its LUMO energy is 0.1347 Ha. The total charge is -1. The HOMO-LUMO gap is 8.223 eV.

Mulliken atomic charge list, values in e, 8 entries: -0.71 -0.75 -0.69 -0.44 -1.32 -1.31 0.45 0.54

(two)
Entry from the Open Molecules 2025 dataset: a structure of composition C4H10NO3 (ωB97M-V with the def2-TZVPD basis set).

Structure (XYZ):
```
18
Properties=species:S:1:pos:R:3
O -1.89148 -2.90046 0.77388
O 0.68076 2.34300 -0.87868
O 3.09829 1.87653 -0.64521
N -0.17128 -1.00523 1.75704
C -0.74668 -0.88959 0.44232
C -0.19031 0.09760 -0.57582
C -0.07277 1.54986 -0.05485
C -1.61692 -1.93271 -0.01140
H 2.00847 2.02297 -0.70936
H -1.51412 -2.25375 -1.07542
H -0.66444 -1.89195 2.00952
H -2.11871 -0.79727 0.39551
H 0.72903 -1.40052 1.46007
H 0.34269 1.57477 0.97464
H 3.32233 2.03128 -1.56857
H 0.74241 -0.37109 -0.95090
H -0.85624 0.05691 -1.46468
H -1.08105 1.88966 0.12192
```

Its LUMO energy is 0.1289 Ha. The total charge is -1. The HOMO-LUMO gap is 7.324 eV.

Mulliken atomic charge list, values in e, 8 entries: -0.74 -0.84 -0.81 -0.64 0.24 -0.41 -0.73 0.00

The structure with the least stability is (two).

(one)
Entry from the Open Molecules 2025 dataset: a cluster of 2 separate species, C3H7N3 in total (ωB97M-V with the def2-TZVPD basis set).

Structure (XYZ):
```
13
Properties=species:S:1:pos:R:3
N -1.89982 -0.41425 -0.19958
N 0.44941 -1.39130 0.53356
N 3.58342 1.68973 -0.82289
C -0.82023 0.54804 -0.02840
C 2.54644 1.18411 -0.62257
C 0.42132 -0.10345 0.49109
H -0.38938 -1.88801 0.22415
H 1.34831 0.49945 0.60106
H 1.29289 -1.89243 0.78330
H -2.33885 -0.33073 -1.10791
H -2.62012 -0.28681 0.50199
H -1.06740 1.39294 0.62688
H -0.50599 0.99271 -0.98068
```

Its LUMO energy is -0.0110 Ha. The HOMO-LUMO gap is 8.245 eV.

Mulliken atomic charge list, values in e, 8 entries: -0.60 -0.22 -0.46 -0.17 -0.30 -0.21 0.30 0.35

(two)
Entry from the Open Molecules 2025 dataset: an isolated molecule of C3H7N3 (ωB97M-V with the def2-TZVPD basis set).

Structure (XYZ):
```
13
Properties=species:S:1:pos:R:3
N -1.80003 0.52778 -0.16876
N -2.19271 -0.82944 0.05441
N 1.01354 -1.03100 -0.00739
C -0.66850 1.00694 -0.11217
C 1.89088 0.02281 -0.40443
C 0.61443 0.43274 0.32987
H -3.14932 -0.81014 -0.31066
H 1.36103 -1.45942 0.84144
H 1.72719 0.14983 -1.31170
H 2.71412 0.59015 0.15971
H 0.68051 0.80710 1.44164
H -0.75260 2.07792 -0.01628
H -1.43854 -1.48527 -0.49569
```

As for the SMILES: N/N=C\[C@@H]1CN1. Its LUMO energy is 0.0360 Ha. The HOMO-LUMO gap is 9.988 eV.

Mulliken atomic charge list, values in e, 8 entries: -0.26 -0.52 -0.52 -0.49 -0.50 0.22 0.27 0.21

The structure with the least stability is (two).